Computed, not measured: a 15-piece molecular cluster, C3H35O16 overall, with ωB97M-V/def2-TZVPD.

Geometry as XYZ:
```
54
Properties=species:S:1:pos:R:3:nbo_charge:R:1
O -1.625 -3.679 0.023 -1.0024
O -0.607 -0.649 4.028 -0.9922
O -1.605 3.021 -0.016 -1.0340
O 3.366 -2.403 0.576 -0.9932
O -2.453 0.986 2.014 -0.9869
O -0.193 2.151 3.144 -1.0208
O -2.499 1.141 -2.909 -0.9570
O 1.484 1.024 1.536 -0.9378
O 3.863 0.275 0.866 -1.0202
O -3.160 -1.853 -2.508 -0.9835
O 0.452 0.736 -2.592 -0.7505
O 0.300 -3.525 -1.883 -0.9756
O 0.864 3.397 0.753 -1.0239
O -2.345 -2.078 1.974 -0.9835
O -0.619 -1.508 -3.488 -1.0289
O 3.476 2.504 -1.466 -0.9602
C 0.475 0.899 -1.180 -0.0809
C 0.770 -0.404 -0.421 -0.4818
C 0.794 -0.085 1.144 -0.0430
H -0.299 -0.149 1.367 0.1371
H 0.539 1.769 2.583 0.5075
H -0.615 0.264 3.737 0.5089
H 1.200 2.427 0.934 0.5151
H 3.720 -1.508 0.737 0.5086
H -0.364 -3.825 -1.235 0.5061
H -2.248 -1.160 1.677 0.5074
H 1.690 -0.838 -0.819 0.2015
H -2.796 -2.732 -2.302 0.4652
H -0.408 1.088 -2.828 0.5039
H -2.509 -3.868 -0.331 0.4637
H -2.819 0.282 -2.553 0.4867
H 3.042 1.925 -2.096 0.4801
H -2.352 -1.426 -2.818 0.4929
H 2.983 0.692 1.129 0.5084
H 1.368 -0.927 1.635 0.1522
H -1.511 1.238 2.026 0.4925
H 1.199 1.713 -0.945 0.1583
H 1.041 3.889 1.559 0.4683
H -2.441 1.613 -2.059 0.4800
H 0.891 -3.013 -1.297 0.4788
H 0.163 -0.902 4.556 0.4821
H -2.838 1.603 1.404 0.4845
H -0.212 -2.303 -3.063 0.5009
H -0.536 1.084 -0.758 0.1805
H -0.057 -1.140 -0.472 0.2066
H 2.425 -2.424 0.745 0.4582
H -2.019 -1.933 2.888 0.5070
H 2.819 2.829 -0.836 0.4853
H -1.880 -3.258 0.889 0.5197
H 4.081 0.627 0.002 0.4762
H -2.012 3.901 -0.172 0.4675
H -0.655 3.154 0.306 0.5117
H -0.280 3.077 2.893 0.4676
H -0.193 -0.727 -3.077 0.4852
```

As for the charge: -1. As for the energy above the lowest of the compared OMol25 structures with the same formula, charge and spin: 0.000 eV. For the total energy, the calculation gives -1339.2351 Ha. The value obtained for the orbital gap is 8.74 eV.